No. 1
Entry from OMol25: a 2-piece molecular cluster, CH3IN4 overall (ωB97M-V with the def2-TZVPD basis set).

```
9
Properties=species:S:1:pos:R:3:forces:R:3
N -0.841405 1.157020 0.093882 -0.7 1.0 1.1
I 1.203865 -4.306683 1.185373 -0.4 0.6 0.2
H 0.845806 2.126149 0.859379 0.0 -1.4 -0.4
H 0.353787 -2.951174 1.550964 0.4 -0.6 -0.2
N 0.280465 -0.618103 -0.283452 1.3 -2.8 -0.5
N 0.977249 -0.105649 0.574995 0.9 1.1 0.6
H 0.158800 1.084151 1.998765 -0.9 -0.2 1.1
N -0.835987 0.144252 -0.591286 -1.4 0.9 -0.9
C 0.316666 1.125096 0.951610 0.7 1.3 -1.1
```
Positions in Å, forces in eV/Å.

Values from the calculation:
- frontier orbital gap (eV) = 9.0
- LUMO (eV) = -0.84

***

No. 2
Entry from OMol25: CH3IN4 as an isolated structure (ωB97M-V with the def2-TZVPD basis set).

```
9
Properties=species:S:1:pos:R:3:forces:R:3
N 2.723162 1.870578 0.233869 0.0 1.5 -0.8
N 3.659613 1.265317 -0.162588 0.4 3.7 -2.5
H -1.656812 1.071462 -1.102864 0.2 0.4 -0.5
H 0.420856 1.323323 0.003564 -2.4 -2.1 0.7
C -1.344461 0.461900 -0.270434 -2.6 -0.3 -0.6
N -0.289159 0.537502 0.356566 3.8 1.8 0.5
I 4.225546 -0.478204 0.450159 1.9 -6.1 2.2
N 1.917573 2.642264 0.383911 -2.0 1.0 1.2
H -2.153753 -0.225869 0.056828 0.7 0.1 0.0
```
Positions in Å, forces in eV/Å.

Values from the calculation:
- ⟨S²⟩ = 2.028
- frontier orbital gap (spin up / spin down) (eV) = 7.0 / 6.5
- 2S+1 = 3
- LUMO (spin up / spin down) (eV) = 0.43 / -3.29

***

No. 3
Entry from OMol25: a 2-piece molecular cluster, CH3IO overall (ωB97M-V with the def2-TZVPD basis set).

```
6
Properties=species:S:1:pos:R:3:forces:R:3
H 0.353003 0.882070 -0.655995 -0.3 0.6 -1.6
I -2.263411 -0.201469 -0.193766 0.3 0.4 -0.3
H 1.708436 -1.016048 0.113014 -2.9 -0.7 -1.2
C -0.427511 0.627235 0.007897 2.2 -2.7 2.3
H -0.148376 0.955288 1.046358 -0.6 -0.5 -1.0
O 0.777858 -1.247075 -0.317507 1.3 2.9 1.9
```
Positions in Å, forces in eV/Å.

Values from the calculation:
- frontier orbital gap (spin up / spin down) (eV) = 8.4 / 8.4
- LUMO (spin up / spin down) (eV) = -1.07 / -1.07

***

No. 4
Entry from OMol25: an isolated ion of composition CH3IO3P and charge -1 (ωB97M-V with the def2-TZVPD basis set).

```
9
Properties=species:S:1:pos:R:3:forces:R:3
O -1.252063 -1.779759 -0.120580 0.2 0.1 0.5
O 1.011557 -0.046695 -0.422577 -3.6 -1.8 -2.4
H 1.461763 -0.228743 1.541813 0.2 -2.3 1.9
I -2.067564 1.265068 -0.399797 -0.5 0.7 -0.1
C 0.974399 0.388126 0.875323 -1.4 2.8 -0.7
P -0.846365 -0.724668 -1.063321 2.6 -0.2 1.9
H -0.048068 0.833213 1.213402 1.7 -1.1 -0.2
H 1.676605 1.208746 0.881636 0.1 1.2 0.2
O -0.910264 -0.915284 -2.505900 0.6 0.6 -0.9
```
Positions in Å, forces in eV/Å.

Values from the calculation:
- frontier orbital gap (eV) = 8.4
- LUMO (eV) = 2.97
- charge = -1

***

No. 5
Entry from OMol25: a 2-piece molecular cluster, CH3IO3S overall (ωB97M-V with the def2-TZVPD basis set).

```
9
Properties=species:S:1:pos:R:3:forces:R:3
O -0.904744 2.784352 -0.002238 -0.3 -0.2 -0.2
H 0.457176 -0.922401 -0.215374 -0.1 -0.2 -0.1
I 3.033838 -1.296981 2.645257 0.0 0.0 0.0
O 0.908622 1.213148 0.667130 -0.1 -0.1 -0.3
H -0.588599 -1.385089 -1.596922 0.0 0.1 0.1
C -0.564026 -0.926383 -0.606358 0.6 -1.1 0.3
S -0.076054 1.652500 -0.301508 -0.1 -0.9 0.3
H -1.195316 -1.500188 0.081256 0.1 0.1 -0.1
O -1.070898 0.381043 -0.671243 -0.1 2.0 0.2
```
Positions in Å, forces in eV/Å.

Values from the calculation:
- frontier orbital gap (spin up / spin down) (eV) = 7.7 / 6.7
- LUMO (spin up / spin down) (eV) = -2.64 / -3.24

***

No. 6
Entry from OMol25: one molecule with the formula CH3IO3S (ωB97M-V with the def2-TZVPD basis set).

```
9
Properties=species:S:1:pos:R:3:forces:R:3
O 0.453992 -1.051425 -1.379199 -0.3 -0.3 -0.7
H -0.725760 1.511129 -0.093448 1.6 2.3 -0.2
I 2.496898 1.265482 -0.122325 -1.0 -1.5 0.1
C -1.099774 0.605362 0.204441 -2.4 -2.2 -2.1
S 0.887169 -0.899923 -0.043724 1.6 2.7 -0.7
O -0.218133 -0.278061 0.839965 0.5 -0.3 2.6
H -2.100937 0.764117 0.618972 0.7 -0.6 0.9
H -1.224738 0.001455 -0.684353 -1.2 0.9 -0.9
O 1.531287 -1.918137 0.659669 0.5 -1.0 1.0
```
Positions in Å, forces in eV/Å.

Values from the calculation:
- frontier orbital gap (spin up / spin down) (eV) = 8.4 / 8.4
- LUMO (spin up / spin down) (eV) = -1.62 / -1.63

***

No. 7
Entry from OMol25: one molecule with the formula CH3IO3S (ωB97M-V with the def2-TZVPD basis set).

```
9
Properties=species:S:1:pos:R:3:forces:R:3
I 2.781060 0.907757 -0.026667 0.5 0.1 -0.2
S 1.187770 -0.277899 1.434329 -0.8 0.1 0.0
C -0.554437 0.134035 -0.553730 -2.1 1.5 -1.2
O 1.723577 -1.533988 1.871893 0.3 0.0 0.0
O 0.141243 -0.740869 0.266100 0.1 -0.5 -0.4
H -0.060293 1.065626 -0.834889 0.6 0.2 1.2
H -0.792469 -0.180147 -1.550670 0.7 -1.8 -0.5
H -2.591959 0.208942 -0.579784 0.5 -0.3 -0.3
O -1.834493 0.416543 -0.026581 0.2 0.7 1.4
```
Positions in Å, forces in eV/Å.

Values from the calculation:
- frontier orbital gap (eV) = 9.1
- LUMO (eV) = -0.71

***

No. 8
Entry from OMol25: CH3IOP2 as an isolated structure (ωB97M-V with the def2-TZVPD basis set).

```
8
Properties=species:S:1:pos:R:3:forces:R:3
C 0.425406 0.492255 0.412549 -0.2 0.5 -2.4
P 0.925778 -1.134822 -0.117744 1.7 -0.8 3.2
H -0.513560 0.343371 0.958100 -0.3 0.6 -0.5
H 1.123032 1.000983 1.003390 1.1 0.5 1.2
O 1.873158 2.750071 -0.935268 1.0 1.8 0.5
P 1.107956 1.682349 -1.512794 -2.1 -2.3 1.3
H 0.222172 -1.153535 -1.209758 -1.6 -0.1 -3.0
I 3.074904 -0.481383 -1.087873 0.4 -0.2 -0.3
```
Positions in Å, forces in eV/Å.

Values from the calculation:
- frontier orbital gap (eV) = 7.5
- LUMO (eV) = -0.65

***

No. 9
Entry from OMol25: one molecule with the formula CH3IOP2 (ωB97M-V with the def2-TZVPD basis set).

```
8
Properties=species:S:1:pos:R:3:forces:R:3
P -0.149593 -2.274824 -0.269611 0.2 2.3 0.0
H -1.795405 0.463850 -0.527304 2.6 0.2 -0.1
H -0.698063 0.045174 -1.875049 0.7 0.5 -0.5
C -0.656451 0.415035 -0.859274 -2.8 -2.3 0.5
H -0.165205 1.077529 1.877301 0.3 -0.4 -0.7
I 2.711703 0.436176 -0.231134 0.5 0.1 -0.2
O 0.234705 0.206127 1.705817 0.3 -0.6 -0.6
P 0.518307 -0.369069 0.179255 -1.8 0.2 1.4
```
Positions in Å, forces in eV/Å.

Values from the calculation:
- frontier orbital gap (spin up / spin down) (eV) = 6.7 / 6.7
- LUMO (spin up / spin down) (eV) = -1.48 / -1.48

***

No. 10
Entry from OMol25: one molecule with the formula CH3IOS2 (ωB97M-V with the def2-TZVPD basis set).

```
8
Properties=species:S:1:pos:R:3:forces:R:3
I 1.188485 -2.518868 -1.698871 0.2 0.2 -0.1
S 0.814752 -1.512725 0.567359 4.4 0.0 -0.3
H -0.565361 1.921790 -0.866809 0.3 -0.3 -0.2
C -0.581101 1.254689 -0.018135 2.7 -3.0 0.4
H -0.820581 1.681769 0.912208 -0.3 0.7 1.0
O -0.580755 -1.472015 0.652380 -4.7 -0.5 0.7
H -0.897785 0.175442 -0.048562 -0.6 1.7 -0.6
S 1.442346 0.469918 0.500430 -2.0 1.3 -0.9
```
Positions in Å, forces in eV/Å.

Values from the calculation:
- frontier orbital gap (eV) = 8.3
- LUMO (eV) = -0.97

***

No. 11
Entry from OMol25: CH3IS2 as an isolated structure (ωB97M-V with the def2-TZVPD basis set).

```
7
Properties=species:S:1:pos:R:3:forces:R:3
S -0.113322 0.891710 -0.897658 -0.8 0.0 0.6
H 1.466580 0.561483 0.698091 0.5 0.1 1.4
H 1.947773 -0.320509 -0.682126 0.5 -0.3 -0.7
H 0.639718 -0.955160 0.264524 -1.1 -2.6 1.3
S -1.476198 1.050377 0.548411 -0.9 -1.3 -1.1
I -3.593557 -1.107961 0.099799 1.5 1.4 0.3
C 1.129009 -0.119941 -0.031041 0.4 2.7 -1.7
```
Positions in Å, forces in eV/Å.

Values from the calculation:
- frontier orbital gap (spin up / spin down) (eV) = 6.4 / 6.4
- LUMO (spin up / spin down) (eV) = -2.74 / -2.74

***

No. 12
Entry from OMol25: CH3InO as an isolated structure (ωB97M-V with the def2-TZVPD basis set).

```
6
Properties=species:S:1:pos:R:3:forces:R:3
In -1.191492 -4.264657 2.089502 -0.1 -0.3 0.2
O 0.023638 -0.292717 0.367022 0.8 5.3 -3.4
H 0.849908 0.697123 -1.366488 -0.2 -0.8 -0.2
H 0.694858 1.700293 0.110342 -0.5 1.1 1.5
C 0.285598 0.858333 -0.447968 2.2 -6.2 1.7
H -0.662512 1.301623 -0.752408 -2.1 1.0 0.3
```
Positions in Å, forces in eV/Å.

Values from the calculation:
- frontier orbital gap (eV) = 4.7
- LUMO (eV) = -15.63
- charge = +2

***

No. 13
Entry from OMol25: CH3MgO2Tl as an isolated structure (ωB97M-V with the def2-TZVPD basis set).

```
8
Properties=species:S:1:pos:R:3:forces:R:3
Tl -1.814635 -0.163654 -2.970715 -6.5 -2.0 -0.4
H -0.357797 0.867405 1.644493 0.2 -0.3 -0.1
C 0.169799 -0.091568 1.475243 -0.5 -0.2 1.2
H -0.511162 -0.901426 1.802639 0.2 0.3 0.0
Mg 1.105291 0.382515 -1.453313 -0.3 -0.7 1.9
O 0.494551 -0.312050 0.149612 0.8 0.7 -1.8
O -0.106643 0.340829 -2.831713 6.2 2.0 -0.3
H 1.020596 -0.122051 2.183754 -0.1 0.0 -0.5
```
Positions in Å, forces in eV/Å.

Values from the calculation:
- ⟨S²⟩ = 0.758
- frontier orbital gap (spin up / spin down) (eV) = 7.8 / 4.8
- 2S+1 = 2
- LUMO (spin up / spin down) (eV) = -4.96 / -7.92
- charge = +1

***

No. 14
Entry from OMol25: a 2-piece molecular cluster, CH3N2O overall (ωB97M-V with the def2-TZVPD basis set).

```
7
Properties=species:S:1:pos:R:3:forces:R:3
C 0.690957 0.336895 1.037459 2.8 1.3 -0.5
N -1.932354 -0.844749 -1.782270 4.2 -2.9 4.5
O 0.002176 0.254791 0.054794 -1.0 -0.4 -0.1
H 1.061932 1.441314 1.177784 -0.5 -1.9 1.0
H -2.334906 -0.232862 -2.390650 -1.9 2.5 -2.5
H 1.244288 -0.575846 1.520078 -1.4 1.5 -0.3
N -1.209378 -1.240180 -1.031513 -2.3 0.0 -2.0
```
Positions in Å, forces in eV/Å.

Values from the calculation:
- frontier orbital gap (eV) = 8.0
- LUMO (eV) = -6.70
- charge = +1

***

No. 15
Entry from OMol25: a 2-piece molecular cluster, CH3N2O overall (ωB97M-V with the def2-TZVPD basis set).

```
7
Properties=species:S:1:pos:R:3:forces:R:3
H 0.009752 0.522629 -0.921229 -1.9 -2.0 1.2
N -2.941812 0.051125 0.082177 -0.6 0.3 0.2
O -0.064076 -1.367274 0.125623 0.3 -1.6 0.0
C -0.624348 -0.292905 -0.290588 6.4 3.6 -2.3
H 0.703624 -1.664005 -0.432011 -0.6 0.5 0.6
N -1.835231 -0.010691 -0.029490 -3.7 -0.3 0.5
H -0.515223 1.340986 1.025553 0.2 -0.5 -0.3
```
Positions in Å, forces in eV/Å.

Values from the calculation:
- frontier orbital gap (spin up / spin down) (eV) = 8.7 / 9.4
- LUMO (spin up / spin down) (eV) = -7.63 / -6.37
- charge = +1

***

No. 16
Entry from OMol25: CH3N2O2 as an isolated structure (ωB97M-V with the def2-TZVPD basis set).

```
8
Properties=species:S:1:pos:R:3:forces:R:3
H -0.696421 -0.602218 -1.154002 0.0 -0.1 -0.2
H -1.220325 -1.641281 0.245920 0.0 -0.3 0.2
H -1.796794 0.073083 0.105376 0.1 0.4 0.4
O 2.193449 1.092671 0.828108 1.2 0.1 -0.2
C -1.037915 -0.652094 -0.133663 -1.4 -1.6 -1.7
N 0.434657 -0.079443 0.858613 -0.4 0.8 1.2
O 0.951652 1.102152 -0.957392 -0.4 0.2 0.3
N 1.171697 0.707130 0.207040 1.0 0.4 0.1
```
Positions in Å, forces in eV/Å.

Values from the calculation:
- ⟨S²⟩ = 2.019
- frontier orbital gap (spin up / spin down) (eV) = 4.4 / 7.2
- 2S+1 = 3
- LUMO (spin up / spin down) (eV) = 4.76 / 2.10
- charge = -1

***

No. 17
Entry from OMol25: a 2-piece molecular cluster, CH3N2O2 overall (ωB97M-V with the def2-TZVPD basis set).

```
8
Properties=species:S:1:pos:R:3:forces:R:3
N 1.169068 -0.299173 -0.095106 -1.5 -3.3 0.0
H 2.103207 -0.191879 0.187427 1.9 -0.1 0.0
O -2.293186 0.838031 -0.180484 -2.2 1.6 0.0
C 0.354342 0.585015 0.211075 -2.2 1.4 0.1
H 0.785799 1.498148 0.618599 -0.5 0.4 -0.1
N -1.546156 -0.003595 -0.149604 4.9 -0.2 0.4
O -1.370214 -1.137732 -0.313071 -1.1 -1.3 -0.3
H 0.797137 -1.288816 -0.278836 0.7 1.6 -0.2
```
Positions in Å, forces in eV/Å.

Values from the calculation:
- frontier orbital gap (eV) = 10.7
- LUMO (eV) = -5.69
- charge = +1

***

No. 18
Entry from OMol25: CH3N2O2 as an isolated structure (ωB97M-V with the def2-TZVPD basis set).

```
8
Properties=species:S:1:pos:R:3:forces:R:3
C -0.268199 0.145633 0.252790 -5.8 3.8 0.9
O -0.631302 0.498832 -1.755530 -1.6 0.1 -1.8
O 1.366800 1.083933 -1.229835 1.3 0.7 0.4
N 0.280054 0.702327 -1.020150 0.5 -2.0 0.9
H -0.286652 -1.186868 1.840352 -0.6 0.2 -0.7
N 0.043142 -0.893016 0.909636 1.6 0.7 -0.2
H -1.469478 0.872374 0.336395 4.1 -2.7 0.5
H 0.965634 -1.223215 0.666342 0.5 -0.8 0.1
```
Positions in Å, forces in eV/Å.

Values from the calculation:
- frontier orbital gap (eV) = 10.8
- LUMO (eV) = -6.72
- charge = +1

***

No. 19
Entry from OMol25: an isolated ion of composition CH3N2O2S and charge -1 (ωB97M-V with the def2-TZVPD basis set).

```
9
Properties=species:S:1:pos:R:3:forces:R:3
O -0.021543 1.987467 -1.581884 0.4 -0.5 0.6
H 1.348916 -2.654389 0.132107 -0.3 -1.1 -1.1
H -0.733890 0.272631 1.175695 -0.3 -1.8 -2.4
C -0.692432 -0.209928 0.064133 1.2 0.3 3.2
N -0.097616 -1.448543 -0.212053 2.2 -0.3 0.6
O 0.247438 2.449902 0.801245 0.1 -1.1 -0.5
N 0.795713 -1.967825 0.594846 -2.4 3.3 0.2
H -1.420326 0.064203 -0.669111 -0.7 0.0 0.0
S 0.573741 1.506481 -0.304978 -0.2 1.1 -0.6
```
Positions in Å, forces in eV/Å.

Values from the calculation:
- frontier orbital gap (eV) = 7.6
- LUMO (eV) = 4.08
- charge = -1

***

No. 20
Entry from OMol25: a 2-piece molecular cluster, CH3N2O4 overall (ωB97M-V with the def2-TZVPD basis set).

```
10
Properties=species:S:1:pos:R:3:forces:R:3
O -0.970284 -1.262189 -3.427873 -2.6 -2.2 -1.3
O -1.679627 0.147278 1.579505 0.4 0.1 -0.4
H -0.328617 -0.142913 -1.559065 0.6 -2.2 -2.3
H 0.393870 1.256823 -0.862528 -0.6 0.2 0.0
C -0.313528 0.419032 -0.713296 -0.8 2.3 2.0
O -2.193039 -2.324480 -1.993308 -0.6 -0.4 -3.7
O -1.680321 0.806237 -0.558618 1.6 1.6 -2.5
N -1.930854 -2.055901 -3.200843 3.2 2.5 5.0
H -0.039422 -0.030545 0.203471 0.6 -1.1 0.8
N -2.373484 0.477040 0.565524 -1.9 -1.0 2.4
```
Positions in Å, forces in eV/Å.

Values from the calculation:
- ⟨S²⟩ = 2.014
- frontier orbital gap (spin up / spin down) (eV) = 3.3 / 3.3
- 2S+1 = 3
- LUMO (spin up / spin down) (eV) = 2.77 / 0.36
- charge = -1

***

F_max for the records above, in order: 3.121 6.752 4.178 4.680 2.027 3.859 2.882 3.778 3.712 4.765 3.211 6.749 6.785 6.836 7.659 2.712 4.960 7.038 4.136 6.457 eV/A